Formula: C39H37AlAsOP2S
Source: OMol25
Level of theory: ωB97M-V/def2-TZVPD

Output
**Energy relative to the best compared isomer or geometry (same formula, charge and spin)**: 2.512 eV
**E_HOMO**: -0.6008 Eh
**Max |F|**: 0.017 Eh/bohr
**Orbital gap**: 0.166 hartree
**Charge**: +3
**LUMO energy**: -0.43521 Eh

Geometry (Å):
1 H 3.95 -3.29 -0.33
2 C -4.20 -3.67 0.53
3 H 2.82 -0.98 -2.94
4 Al 0.72 -0.02 -0.02
5 C 2.59 -2.96 4.13
6 C -1.18 0.32 4.18
7 C -1.55 5.67 -0.78
8 H 1.48 -2.07 -3.41
9 H 4.39 3.39 -2.74
10 H -2.33 1.46 1.18
11 H -3.05 -1.89 3.17
12 C -2.20 -2.50 -0.08
13 C -1.39 0.37 2.80
14 C 0.40 -3.06 3.05
15 H -3.60 0.41 -4.97
16 H 3.98 1.18 0.89
17 H 2.06 2.87 -3.38
18 C 1.69 1.68 -1.61
19 H -0.48 -3.64 2.80
20 H -4.89 -3.41 2.55
21 H 0.42 -0.39 -6.23
22 P -0.11 1.44 -1.69
23 As 1.84 -2.10 -0.92
24 C -4.13 -3.16 1.82
25 H -3.31 -3.74 -1.42
26 H 1.27 0.45 -4.07
27 C -2.65 2.41 3.07
28 H 3.07 -2.74 -2.98
29 C -2.12 -1.99 1.22
30 H -5.02 -4.32 0.26
31 C 1.44 -3.66 3.78
32 C 2.23 1.19 -0.40
33 H 4.21 -1.53 -0.36
34 H -2.83 3.14 5.08
35 P -0.79 -0.90 1.67
36 O 3.03 1.16 3.08
37 H -2.77 1.24 -2.80
38 H -0.65 -0.51 4.63
39 C -3.09 -2.31 2.17
40 H -1.46 -2.22 -0.82
41 C -1.24 3.88 -2.35
42 C 2.35 -1.95 -2.77
43 C 0.49 -1.75 2.67
44 H 3.43 -2.29 1.05
45 C -1.62 5.18 -2.08
46 H -1.01 5.25 1.25
47 C -0.69 0.88 -3.29
48 H 5.32 2.55 -0.62
49 H 3.37 -3.44 4.70
50 H -0.31 2.95 0.79
51 H 1.65 -4.55 -1.39
52 C -1.70 1.32 4.99
53 C -3.24 -3.34 -0.42
54 C -1.08 4.86 0.25
55 H -1.86 6.69 -0.57
56 H 3.59 -1.05 4.04
57 C -0.70 3.56 -0.02
58 C 2.48 2.47 -2.46
59 H -2.01 -0.40 -6.67
60 H 0.03 -3.84 -1.25
61 C -2.07 0.87 -3.54
62 C 1.67 -1.03 3.02
63 C 3.78 2.76 -2.10
64 C -2.13 1.42 2.25
65 H -1.55 1.27 6.06
66 C -0.78 3.06 -1.32
67 C 4.30 2.29 -0.89
68 C 3.54 -2.32 -0.03
69 C 2.72 -1.63 3.76
70 H -1.30 3.50 -3.37
71 C 0.20 0.41 -4.25
72 S 1.74 0.65 2.71
73 H -3.23 3.21 2.64
74 H 1.34 -4.70 4.09
75 C -2.42 2.36 4.44
76 H -1.98 5.82 -2.88
77 C -0.28 -0.05 -5.47
78 C 1.03 -3.85 -0.82
79 H 0.98 -4.19 0.22
80 C -1.64 -0.05 -5.72
81 C -2.53 0.41 -4.76
82 C 3.53 1.51 -0.04

Here is what Mulliken gives for the atomic charges, in e: number 1, H, carries 0.55; number 2, C, carries -0.61; number 3, H, carries 0.29; number 4, Al, carries 0.00; number 5, C, carries -0.87; number 6, C, carries -0.07; number 7, C, carries -0.66; number 8, H, carries 0.34; number 9, H, carries 0.49; number 10, H, carries 0.54; number 11, H, carries 0.49; number 12, C, carries -0.28; number 13, C, carries 0.58; number 14, C, carries -0.81; number 15, H, carries 0.47; number 16, H, carries 0.50; number 17, H, carries 0.55; number 18, C, carries -0.80; number 19, H, carries 0.61; number 20, H, carries 0.47; number 21, H, carries 0.50; number 22, P, carries 1.60; number 23, As, carries 0.94; number 24, C, carries -0.77; number 25, H, carries 0.51; number 26, H, carries 0.46; number 27, C, carries -0.72; number 28, H, carries 0.59; number 29, C, carries 0.34; number 30, H, carries 0.45; number 31, C, carries -0.61; number 32, C, carries 0.38; number 33, H, carries 0.38; number 34, H, carries 0.46; number 35, P, carries 1.48; number 36, O, carries -0.44; number 37, H, carries 0.49; number 38, H, carries 0.51; number 39, C, carries -0.49; number 40, H, carries 0.53; number 41, C, carries -0.68; number 42, C, carries -1.17; number 43, C, carries 0.07; number 44, H, carries 0.16; number 45, C, carries -0.75; number 46, H, carries 0.50; number 47, C, carries 0.47; number 48, H, carries 0.47; number 49, H, carries 0.49; number 50, H, carries 0.39; number 51, H, carries 0.52; number 52, C, carries -0.79; number 53, C, carries -1.01; number 54, C, carries -0.90; number 55, H, carries 0.44; number 56, H, carries 0.63; number 57, C, carries -0.35; number 58, C, carries -0.28; number 59, H, carries 0.46; number 60, H, carries 0.40; number 61, C, carries -0.64; number 62, C, carries 0.38; number 63, C, carries -0.94; number 64, C, carries -0.81; number 65, H, carries 0.50; number 66, C, carries 0.89; number 67, C, carries -0.89; number 68, C, carries -1.07; number 69, C, carries -0.77; number 70, H, carries 0.45; number 71, C, carries -0.54; number 72, S, carries 1.08; number 73, H, carries 0.56; number 74, H, carries 0.49; number 75, C, carries -0.72; number 76, H, carries 0.46; number 77, C, carries -0.84; number 78, C, carries -1.11; number 79, H, carries 0.33; number 80, C, carries -0.59; number 81, C, carries -0.80; number 82, C, carries 0.11

***

Formula: C39H37BIrN3O5P2
Source: OMol25
Level of theory: ωB97M-V/def2-TZVPD

Output
**Energy relative to the best compared isomer or geometry (same formula, charge and spin)**: 0.564 eV
**E_HOMO (spin up / spin down)**: -0.2185 / -0.2738 Eh
**2S+1**: 5
**Max |F|**: 0.052 Eh/bohr
**Orbital gap (spin up / spin down)**: 0.239 / 0.205 hartree
**Charge**: 0
**LUMO energy (spin up / spin down)**: 0.02013 / -0.06867 Eh

Geometry (Å):
1 H -4.35 0.86 -5.08
2 H 4.25 1.43 1.44
3 O -0.92 -0.43 2.47
4 H -5.16 0.02 6.23
5 H -2.18 -2.12 -2.93
6 H -2.09 -5.54 0.41
7 H 0.00 -2.17 -1.92
8 C -3.28 -0.73 -4.12
9 H -4.54 -5.31 0.49
10 C -2.16 -1.54 6.20
11 C 2.36 1.02 3.47
12 H 2.91 6.18 -3.31
13 H 3.01 0.17 3.25
14 H 1.85 7.64 -1.65
15 N 0.08 -1.49 -1.18
16 H 2.32 -2.34 -6.52
17 H 3.73 -3.19 -4.68
18 H 1.80 2.88 2.54
19 C -3.39 -1.10 6.67
20 H 4.32 2.75 2.62
21 C 1.66 6.58 -1.62
22 C 1.88 -0.95 -2.95
23 C -1.75 -3.47 0.04
24 C 0.66 4.71 -0.60
25 C 2.21 -1.94 0.91
26 N -2.97 0.53 2.01
27 C -3.92 -4.44 0.32
28 P 1.38 -0.37 -1.27
29 C -2.54 -4.57 0.27
30 C -4.50 -3.19 0.16
31 C -3.81 0.02 4.59
32 H -1.52 -2.15 6.82
33 H -0.67 -3.57 0.00
34 C 1.25 -0.97 -5.27
35 C -2.53 -1.10 -3.02
36 C 2.20 -1.95 -5.52
37 C 2.61 -1.18 -0.18
38 H 1.36 0.65 3.67
39 C 2.33 1.96 2.25
40 C 3.95 -0.87 -0.35
41 C 0.85 6.07 -0.61
42 H 3.70 3.04 0.99
43 H -4.15 -1.10 -0.20
44 H 2.47 3.73 -3.32
45 C -4.20 -0.32 5.86
46 H 5.23 -2.60 2.26
47 C 2.84 -1.92 -3.21
48 C 4.90 -1.39 0.52
49 H -3.70 -1.35 7.67
50 C -2.69 1.13 -2.15
51 O 1.70 1.35 1.18
52 O -2.43 0.81 0.85
53 H 2.74 1.54 4.34
54 H 0.62 -0.61 -6.07
55 H 0.41 6.72 0.14
56 B 0.13 2.62 -0.15
57 C -3.75 0.57 -4.23
58 H 1.15 -2.12 1.08
59 Ir -0.16 0.86 0.88
60 H -0.80 -1.54 4.54
61 H 5.94 -1.16 0.39
62 H 4.26 -0.23 -1.16
63 H -5.58 -3.08 0.23
64 C -2.57 -0.43 4.11
65 C 4.50 -2.19 1.58
66 H -3.51 -1.46 -4.89
67 C -1.74 -1.21 4.93
68 C 3.75 2.32 1.80
69 P -1.35 -0.76 -0.55
70 H -3.82 2.51 -3.33
71 O -0.01 3.93 0.29
72 H 3.45 -2.31 -2.40
73 C 1.21 3.88 -1.59
74 H -4.42 0.62 3.93
75 C -2.25 -0.18 -2.02
76 C -3.45 1.50 -3.24
77 N -2.15 -0.11 2.84
78 C 3.15 -2.46 1.78
79 C -2.33 -2.22 -0.17
80 H 2.83 -3.07 2.61
81 C 1.10 -0.46 -3.99
82 H -2.45 1.84 -1.37
83 C -3.71 -2.08 -0.07
84 C 2.02 4.39 -2.58
85 H 0.37 0.30 -3.79
86 C 3.00 -2.42 -4.49
87 C 2.25 5.76 -2.57
88 O 0.85 2.60 -1.33

Here is what Mulliken gives for the atomic charges, in e: number 1, H, carries 0.41; number 2, H, carries 0.20; number 3, O, carries -0.61; number 4, H, carries 0.37; number 5, H, carries 0.33; number 6, H, carries 0.44; number 7, H, carries 0.50; number 8, C, carries -0.82; number 9, H, carries 0.41; number 10, C, carries -0.60; number 11, C, carries -1.09; number 12, H, carries 0.40; number 13, H, carries 0.19; number 14, H, carries 0.40; number 15, N, carries -0.08; number 16, H, carries 0.39; number 17, H, carries 0.42; number 18, H, carries 0.32; number 19, C, carries -0.51; number 20, H, carries 0.46; number 21, C, carries -0.45; number 22, C, carries 0.19; number 23, C, carries -0.66; number 24, C, carries 0.88; number 25, C, carries -0.50; number 26, N, carries -1.15; number 27, C, carries -0.50; number 28, P, carries 0.40; number 29, C, carries -0.69; number 30, C, carries -0.75; number 31, C, carries -0.50; number 32, H, carries 0.38; number 33, H, carries 0.36; number 34, C, carries -0.74; number 35, C, carries -0.44; number 36, C, carries -0.51; number 37, C, carries 0.62; number 38, H, carries 0.15; number 39, C, carries 0.34; number 40, C, carries -0.42; number 41, C, carries -1.20; number 42, H, carries 0.28; number 43, H, carries 0.37; number 44, H, carries 0.53; number 45, C, carries -0.53; number 46, H, carries 0.37; number 47, C, carries -0.27; number 48, C, carries -0.76; number 49, H, carries 0.38; number 50, C, carries -0.17; number 51, O, carries -0.50; number 52, O, carries -0.24; number 53, H, carries 0.45; number 54, H, carries 0.43; number 55, H, carries 0.50; number 56, B, carries 0.69; number 57, C, carries -0.54; number 58, H, carries 0.02; number 59, Ir, carries 3.48; number 60, H, carries 0.40; number 61, H, carries 0.44; number 62, H, carries 0.45; number 63, H, carries 0.43; number 64, C, carries 0.40; number 65, C, carries -0.55; number 66, H, carries 0.46; number 67, C, carries -0.36; number 68, C, carries -1.40; number 69, P, carries -0.25; number 70, H, carries 0.44; number 71, O, carries -0.55; number 72, H, carries 0.33; number 73, C, carries 0.32; number 74, H, carries 0.44; number 75, C, carries 0.73; number 76, C, carries -0.76; number 77, N, carries 0.95; number 78, C, carries -0.74; number 79, C, carries 0.66; number 80, H, carries 0.43; number 81, C, carries -0.37; number 82, H, carries 0.34; number 83, C, carries -0.69; number 84, C, carries -1.00; number 85, H, carries 0.38; number 86, C, carries -0.75; number 87, C, carries -0.72; number 88, O, carries -0.29